The following is a DFT calculation (the ωB97M-V functional and the def2-TZVPD basis) of a 7-piece molecular cluster, C25H54ClN5O10 overall in a non-equilibrium geometry.

Results
DFT total energy, eV: -67237.6318
LUMO, eV: -5.051

ORCA input file:
```
! RIJCOSX wB97M-V def2-TZVPD def2/J DEFGRID3
* xyz 0 1
C 0.91 -1.92 -4.64
C 1.28 -1.92 -3.12
C 0.00 -2.09 -2.22
C 0.33 -2.54 -0.79
C 1.05 -3.85 -0.89
C 2.39 -3.82 -1.57
N 2.24 -3.11 -2.89
O 3.30 -3.19 -3.73
C 2.81 -5.25 -1.86
C 3.35 -3.13 -0.63
C 2.02 -0.60 -2.85
H 0.24 -1.12 -4.96
H 0.42 -2.86 -4.88
H 1.80 -1.77 -5.25
H -0.72 -2.73 -2.74
H -0.53 -1.14 -2.14
H -0.64 -2.61 -0.30
H 0.95 -1.73 -0.39
H 0.35 -4.58 -1.30
H 1.10 -4.24 0.13
H 2.09 -5.83 -2.44
H 2.85 -5.86 -0.96
H 3.77 -5.43 -2.33
H 4.38 -3.37 -0.91
H 3.24 -3.47 0.39
H 3.22 -2.05 -0.58
H 1.48 0.32 -3.10
H 2.98 -0.48 -3.37
H 2.30 -0.45 -1.80
Cl 0.19 1.68 0.92
O -0.20 1.78 -0.51
O 0.69 3.00 1.21
O -0.93 1.34 1.71
O 1.28 0.71 1.00
O 5.42 -1.43 1.61
C 4.79 -0.38 1.60
N 4.19 0.16 2.65
C 4.79 0.42 0.35
H 4.14 -0.35 3.52
H 3.46 0.81 2.39
H 4.70 1.47 0.63
H 3.94 0.15 -0.29
H 5.76 0.32 -0.13
O 3.47 3.27 5.22
C 3.14 3.15 4.05
N 2.30 2.17 3.77
C 3.56 4.17 3.00
H 2.22 1.46 4.48
H 1.73 2.06 2.94
H 2.69 4.80 2.79
H 3.95 3.81 2.04
H 4.38 4.81 3.32
O 2.63 4.28 -3.95
C 2.35 3.97 -2.79
N 1.46 4.76 -2.14
C 3.23 3.00 -2.06
H 1.14 4.59 -1.20
H 0.92 5.44 -2.64
H 4.20 3.50 -1.98
H 3.39 2.07 -2.60
H 2.92 2.82 -1.03
C -3.40 -0.12 -0.56
C -4.10 -0.79 0.61
N -4.78 -2.05 0.26
C -3.98 -3.09 -0.38
C -4.20 -3.06 -1.86
C -5.34 -2.57 1.51
C -6.58 -1.74 1.97
H -2.59 -0.70 -1.01
H -3.01 0.88 -0.35
H -4.19 -0.08 -1.31
H -3.35 -1.13 1.33
H -4.80 -0.14 1.12
H -2.91 -2.98 -0.20
H -4.24 -4.10 -0.06
H -3.80 -3.87 -2.48
H -5.27 -3.02 -2.06
H -3.72 -2.16 -2.24
H -4.62 -2.63 2.33
H -5.68 -3.61 1.52
H -7.37 -1.67 1.23
H -6.43 -0.77 2.44
H -7.08 -2.40 2.69
O -3.77 2.24 4.29
C -3.58 3.06 3.43
O -4.29 2.95 2.25
C -4.04 4.09 1.43
C -2.71 4.64 1.96
C -2.73 4.27 3.43
H -4.89 4.77 1.50
H -3.92 3.83 0.37
H -2.64 5.68 1.65
H -1.86 4.11 1.53
H -3.20 5.12 3.93
H -1.81 4.04 3.96
*
```